# 1
Entry from the Open Molecules 2025 dataset: a cluster of 9 separate species, C44H50O16 in total at a distorted geometry (ωB97M-V/def2-TZVPD).

Structure (XYZ):
```
110
Properties=species:S:1:pos:R:3
C 8.54500 34.75600 42.42400
O 7.11600 34.92800 42.63700
H 9.12400 35.55300 42.37700
H 8.55600 34.37300 41.45600
H 9.04100 34.21900 43.33100
H 7.09400 35.78600 43.01500
C 14.20500 30.13700 42.43900
O 13.02200 29.73000 41.70900
H 13.91700 31.13100 42.92100
H 14.87900 30.48400 41.55900
H 14.59600 29.37000 42.96400
H 12.43600 29.20600 42.29700
C 8.86100 35.40300 49.47600
C 10.20900 35.21300 49.78100
C 11.22000 35.30100 48.80600
C 10.79400 35.55000 47.42200
C 9.56000 35.74700 47.13900
C 8.56800 35.87800 48.15700
O 7.18500 36.07100 48.00500
O 12.47400 34.95500 49.10700
H 7.85500 35.36200 50.04100
H 10.47100 35.12800 50.87300
H 11.47300 35.65500 46.53000
H 9.15500 35.83600 46.04900
H 7.28700 36.08700 46.84100
H 12.62100 34.73100 49.85200
C 12.77800 36.11200 43.26200
C 12.26800 36.76400 42.22900
C 11.63200 36.11500 41.15800
C 11.68900 34.65100 41.13100
C 12.27500 33.97100 42.21500
C 12.83900 34.68500 43.32000
O 13.57100 33.99200 44.22800
O 11.18400 36.77700 40.05500
H 13.11600 36.59300 44.32600
H 11.96700 37.89900 42.33500
H 11.52100 33.87300 40.25000
H 12.17700 32.86000 42.36800
H 14.08400 34.75900 44.52900
H 11.00700 36.33100 39.32200
C 8.14000 32.11000 39.41100
C 9.53400 32.09300 39.34700
C 10.32200 31.66900 40.37100
C 9.84000 31.09400 41.59200
C 8.38400 31.15300 41.69500
C 7.55500 31.57300 40.60900
O 6.16900 31.73900 40.76300
O 11.63500 31.69400 40.10500
H 7.72700 32.50200 38.52500
H 10.05800 32.56600 38.51900
H 10.54000 31.03700 42.46000
H 8.03000 30.75200 42.72500
H 5.87500 32.54800 40.41500
H 12.19100 31.14800 40.75300
C 10.02000 36.26600 35.23200
C 9.94900 37.21200 34.24800
C 9.96800 38.62500 34.65400
C 10.12400 38.86000 36.05000
C 10.15800 37.84500 36.99000
C 10.29900 36.53600 36.55500
O 10.49600 35.60300 37.59800
O 9.85900 39.63800 33.77600
H 10.04900 35.19000 34.77000
H 9.95800 36.79500 33.35200
H 10.30700 39.78800 36.58200
H 10.30200 38.05900 37.99900
H 10.64800 34.62600 37.34800
H 9.55000 39.40500 32.90800
C 15.91500 34.60100 41.31000
C 16.92600 33.73200 41.69200
C 18.29500 34.18600 41.55200
C 18.55600 35.50800 41.15800
C 17.44600 36.40700 40.99100
C 16.14000 35.95800 40.97500
O 15.18100 36.76900 40.53400
O 19.36800 33.34000 41.78800
H 14.89100 34.10800 41.35200
H 16.69700 32.71200 42.04500
H 19.46900 35.84500 41.07400
H 17.78200 37.53200 40.80300
H 14.25300 36.33600 40.57200
H 19.99900 34.17000 41.70400
C 11.03200 39.10600 46.88200
C 11.80800 38.55500 47.94400
C 13.16000 38.83900 48.02800
C 13.76800 39.49100 46.87200
C 13.02200 39.81500 45.81800
C 11.56300 39.71800 45.77500
O 10.80500 39.87300 44.74700
O 13.96500 38.36700 49.03000
H 9.84000 38.90500 46.94300
H 11.37700 38.03300 48.77100
H 14.60700 39.71700 46.78900
H 13.36100 40.42600 44.96800
H 11.36800 40.00300 43.90400
H 13.62900 38.28800 50.04400
C 16.56300 35.71100 44.93800
C 17.97200 35.21700 45.05600
C 18.72000 35.75500 46.16200
C 18.16400 36.47400 47.08600
C 16.78700 36.90800 47.07000
C 16.02400 36.32600 45.99100
O 14.65200 36.52200 46.10500
O 20.03100 35.33500 46.35000
H 16.10600 35.62600 43.85500
H 18.35900 34.58800 44.28700
H 18.72700 36.47900 47.87400
H 16.26600 37.43000 47.92200
H 14.25600 36.97900 46.92900
H 20.63200 35.69500 47.09700
```

As for the HOMO energy: -7.79 eV. The SMILES is Oc1ccc(O)cc1.Oc1ccc(O)cc1.Oc1ccc(O)cc1.Oc1ccc(O)cc1.Oc1ccc(O)cc1.Oc1ccc(O)cc1.Oc1ccc(O)cc1.CO.CO. Its HOMO-LUMO gap is 8.031 eV. Its LUMO energy is 0.24 eV. Its electronic energy is -2909.91507 hartree.

---

# 2
Entry from the Open Molecules 2025 dataset: a structure of composition C44H51BrN4O6SSiV at a distorted geometry (ωB97M-V/def2-TZVPD).

Structure (XYZ):
```
109
Properties=species:S:1:pos:R:3
V 0.78889 -0.32748 1.36970
C 2.25578 -0.93715 6.41814
C 2.07217 -2.30383 6.26330
C 2.13456 -2.84375 4.99280
C 2.37690 -2.00267 3.90184
N 2.51084 -0.68596 4.04990
C 2.46763 -0.18019 5.28081
C 2.57170 -2.54972 2.54129
C 3.34954 -3.71058 2.45869
C 3.60126 -4.31923 1.24389
C 3.07130 -3.75353 0.09592
C 2.33082 -2.58822 0.18760
C 2.03223 -1.93078 1.38527
H 2.22447 -0.46719 7.39104
H 1.89460 -2.93865 7.12151
H 1.99438 -3.90393 4.83450
H 2.62970 0.89075 5.35778
H 3.77579 -4.12378 3.36491
H 4.21302 -5.21019 1.19345
H 3.23454 -4.23016 -0.86229
H 1.91490 -2.14833 -0.71874
C 1.76651 0.93078 -1.82463
O 1.03563 1.71206 -0.89249
C 0.16452 2.60507 -1.45660
C 0.00325 2.70379 -2.82621
C -0.82946 3.67431 -3.36922
Br -1.10390 3.67550 -5.24856
C -1.44321 4.61115 -2.58394
C -1.31770 4.51831 -1.19326
C -0.58565 3.46182 -0.62126
O -0.54570 3.24491 0.68748
C -1.91562 5.51923 -0.31501
N -2.08169 5.35780 0.98005
C -2.63290 6.53220 1.45389
C -3.03805 6.88417 2.73804
C -3.56055 8.14913 2.91768
C -3.67456 9.05081 1.85223
C -3.29054 8.71257 0.56956
C -2.77857 7.43436 0.38712
N -2.32025 6.75626 -0.72310
H 2.26967 1.56702 -2.55715
H 1.11307 0.21321 -2.32699
H 2.50280 0.38901 -1.23338
H 0.53798 2.04631 -3.49485
H -2.03735 5.39206 -3.03803
H -1.13272 3.93915 1.11948
H -2.95378 6.17960 3.55255
H -3.88789 8.45857 3.90121
H -4.07410 10.03796 2.04083
H -3.38085 9.40778 -0.25452
H -2.26874 7.11685 -1.65901
S 1.22892 3.41816 3.85318
C 1.51920 2.14247 2.73256
N 0.67084 1.16748 2.74305
C -0.32683 1.37840 3.67837
C -1.40002 0.52675 3.93710
C -2.30348 0.88413 4.91520
C -2.14543 2.06381 5.64847
C -1.08563 2.91558 5.40569
C -0.18538 2.56915 4.40580
H 2.38189 2.17896 2.08226
H -1.49691 -0.39069 3.36706
H -3.13704 0.22951 5.13015
H -2.86340 2.32202 6.41497
H -0.94574 3.81463 5.99044
C 2.85732 -1.47218 -3.93524
C 2.61139 -2.97433 -3.92420
C 2.02662 -3.45180 -5.24526
C 3.89042 -3.72158 -3.58084
O 1.64801 -3.31024 -2.87241
Si 0.24229 -2.77909 -2.41809
O -0.03781 -0.84794 0.17699
O -0.73172 -3.57023 -1.50639
C -0.93360 -4.64694 -0.53716
C -0.68366 -4.05904 0.84242
C -2.39114 -5.04689 -0.72107
C 0.00353 -5.80208 -0.84169
O -0.34414 -1.58859 -3.26010
C -1.68748 -1.02843 -3.47460
C -2.59956 -2.15588 -3.93496
C -1.50624 0.00922 -4.57061
C -2.17414 -0.40703 -2.17597
H 3.65333 -1.24760 -4.64363
H 3.16831 -1.13395 -2.94503
H 1.95738 -0.93291 -4.23320
H 2.67485 -3.15255 -6.06725
H 1.04101 -3.00829 -5.39940
H 1.93155 -4.53762 -5.25337
H 4.58823 -3.64737 -4.41405
H 3.68003 -4.77499 -3.39714
H 4.36017 -3.28834 -2.69841
H -0.93021 -2.99732 0.81603
H 0.36555 -4.14294 1.12106
H -1.29459 -4.57494 1.58261
H -3.04150 -4.20317 -0.48930
H -2.63498 -5.87351 -0.05579
H -2.57079 -5.36282 -1.74947
H 1.03814 -5.45738 -0.82446
H -0.20940 -6.23761 -1.81970
H -0.11902 -6.57003 -0.07935
H -2.19122 -2.62897 -4.82978
H -3.58533 -1.76175 -4.17569
H -2.70619 -2.90621 -3.15041
H -1.16669 -0.45799 -5.49555
H -0.76810 0.75183 -4.26863
H -2.45158 0.51498 -4.76256
H -2.07248 -1.11301 -1.35066
H -3.21798 -0.11214 -2.27498
H -1.58428 0.47213 -1.92023
```

As for the HOMO energy (spin up / spin down): -9.38 / -10.01 eV. Its HOMO-LUMO gap (spin up / spin down) is 7.275 / 7.942 eV. The expectation value of S² is 2.020. The total charge is +1. Its LUMO energy (spin up / spin down) is -2.10 / -2.07 eV. As for the spin multiplicity: 3. Its electronic energy is -6583.38071 hartree.

---

# 3
Entry from the Open Molecules 2025 dataset: a structure of composition C44H52BBrGeMoN3O4Te (ωB97M-V/def2-TZVPD).

Structure (XYZ):
```
108
Properties=species:S:1:pos:R:3
Mo 0.21043 -0.57607 0.37558
N -0.94620 -2.53657 0.27399
C -0.44243 -3.55944 1.19563
C 1.01353 -3.29924 1.45016
O 1.72883 -4.09639 2.00830
N 1.42145 -2.02644 1.05464
C 2.82680 -1.76597 1.34082
C 3.05357 -0.28428 1.19150
O 4.07615 0.27482 1.47943
O 1.99380 0.30291 0.65957
H -1.91659 -2.31656 0.47078
H -0.91082 -2.90055 -0.67510
H -0.58852 -4.57099 0.82010
H -0.94758 -3.44886 2.15763
H 3.47435 -2.27842 0.62234
H 3.10824 -2.12674 2.32867
C -0.61400 7.16094 1.87110
C 0.54202 6.69799 0.97438
C 1.86798 6.84586 1.73316
C 0.58847 7.60361 -0.25617
C 0.34077 5.23067 0.60056
C 0.27473 4.27071 1.60027
C 0.12474 2.93857 1.27679
Br -0.05645 1.71557 2.71537
C 0.04589 2.49543 -0.04722
O -0.04361 1.17435 -0.29502
C 0.04807 3.45325 -1.07209
C 0.20582 4.79066 -0.70975
C -0.17552 3.05431 -2.53449
C 0.91315 2.07740 -2.99749
C -1.57070 2.42196 -2.64833
C -0.13955 4.25393 -3.48364
H -0.48505 8.21206 2.13822
H -0.66194 6.58515 2.79631
H -1.57058 7.05107 1.35703
H 2.02306 7.88813 2.02074
H 2.70732 6.53208 1.10998
H 1.88140 6.24135 2.64091
H 0.75094 8.63514 0.06043
H -0.34778 7.57198 -0.81723
H 1.40447 7.32947 -0.92778
H 0.33637 4.54746 2.64407
H 0.22359 5.52243 -1.50069
H 0.93853 1.19227 -2.36994
H 1.89581 2.55258 -2.95089
H 0.72770 1.76110 -4.02736
H -1.69691 1.59831 -1.95037
H -1.73673 2.04176 -3.65953
H -2.33743 3.16781 -2.42840
H 0.82953 4.75686 -3.47277
H -0.91694 4.98413 -3.25333
H -0.31406 3.89467 -4.49972
C -0.64515 -1.02977 6.03519
Te 0.63446 -1.47141 4.37660
C 0.73739 -3.45084 5.18850
C 0.08939 -3.38191 6.54913
C 0.13929 -4.47913 7.40736
C -0.45785 -4.42883 8.65459
C -1.11677 -3.27367 9.05845
C -1.17107 -2.18122 8.21100
C -0.57065 -2.22490 6.95386
H -1.66004 -0.86383 5.67854
H -0.29324 -0.12517 6.52672
H 1.78000 -3.75477 5.24968
H 0.21818 -4.15029 4.53509
H 0.65823 -5.37656 7.09144
H -0.40730 -5.28583 9.31345
H -1.58340 -3.22511 10.03360
H -1.68100 -1.27798 8.52464
B -4.56782 0.04661 1.01609
C -3.01355 -0.04821 0.85329
N -1.87078 -0.18893 0.72436
H -5.01143 -0.62867 0.10685
H -4.82005 -0.43953 2.09529
H -4.88212 1.20758 0.92235
C 2.65809 -0.70777 -2.42076
Ge 0.90953 -1.48419 -2.01314
C 1.04060 -3.44935 -1.96675
C -0.03837 -4.23473 -2.38430
C 0.00835 -5.62124 -2.29759
C 1.14191 -6.24775 -1.79850
C 2.22908 -5.48355 -1.39630
C 2.17479 -4.10003 -1.48259
C -0.57956 -1.17933 -3.24692
C -1.82214 -0.87991 -2.75530
C -2.95007 -0.75912 -3.60005
C -2.81258 -0.94460 -4.94181
C -1.55069 -1.27601 -5.50114
C -1.40055 -1.49325 -6.89225
C -0.19194 -1.84184 -7.42196
C 0.92786 -1.99255 -6.57835
C 0.81279 -1.78083 -5.23366
C -0.42448 -1.40702 -4.65035
H 2.65217 -0.28723 -3.42595
H 3.41993 -1.48664 -2.37058
H 2.89782 0.08415 -1.71480
H -0.92528 -3.76318 -2.79696
H -0.83796 -6.20924 -2.62939
H 1.18064 -7.32684 -1.72687
H 3.11703 -5.96323 -1.00570
H 3.03608 -3.52768 -1.15738
H -1.96809 -0.69981 -1.69720
H -3.91099 -0.51275 -3.16660
H -3.66506 -0.85180 -5.60426
H -2.26968 -1.38151 -7.52964
H -0.08974 -2.00766 -8.48631
H 1.88287 -2.27988 -6.99870
H 1.68478 -1.91343 -4.60524
```

As for the HOMO energy (spin up / spin down): -8.10 / -8.12 eV. Its HOMO-LUMO gap (spin up / spin down) is 6.156 / 6.620 eV. The expectation value of S² is 0.762. Its LUMO energy (spin up / spin down) is -1.94 / -1.50 eV. As for the spin multiplicity: 2. Its electronic energy is -7185.14391 hartree.

---

# 4
Entry from the Open Molecules 2025 dataset: a structure of composition C44H52N6O5PbSSi2 (ωB97M-V/def2-TZVPD).

Structure (XYZ):
```
111
Properties=species:S:1:pos:R:3
Pb 0.83324 -1.21282 0.13424
O 5.02388 -0.11365 0.66035
C 3.98328 -0.68965 0.42402
N 2.87506 -0.82249 1.22527
C 2.94138 -0.40658 2.53754
O 3.84693 0.18708 3.08334
C 1.72762 -0.77534 3.37781
C 1.62866 -0.26349 4.66412
C 0.53802 -0.62390 5.43525
C -0.41058 -1.48497 4.90261
C -0.23080 -1.93679 3.60829
N 0.81457 -1.59217 2.86168
C 3.87469 -1.41530 -0.91355
C 4.96588 -1.41419 -1.76794
C 4.86611 -2.08632 -2.97372
C 3.68278 -2.73418 -3.29460
C 2.63780 -2.67871 -2.39112
N 2.74047 -2.04054 -1.22612
H 2.40566 0.39631 5.02151
H 0.42520 -0.23672 6.43975
H -1.28232 -1.78658 5.46678
H -0.96181 -2.59093 3.14342
H 5.85700 -0.88553 -1.46196
H 5.70140 -2.09968 -3.66244
H 3.55967 -3.25817 -4.23209
H 1.68158 -3.14303 -2.60331
C -7.77420 -0.78502 -0.74712
C -7.45284 -1.38640 0.46121
C -6.16752 -1.86666 0.67296
C -5.18391 -1.75515 -0.31453
C -5.53068 -1.16086 -1.53327
C -6.81353 -0.67716 -1.74467
Si -3.46935 -2.29754 0.13946
C -2.43866 -3.21278 -1.10007
C -1.54022 -4.16346 -0.60602
C -0.70517 -4.87408 -1.45719
C -0.77424 -4.65651 -2.82562
C -1.66795 -3.72352 -3.33565
C -2.48581 -2.99959 -2.48093
H -8.77438 -0.40475 -0.91412
H -8.19909 -1.47701 1.24026
H -5.91996 -2.31426 1.62919
H -4.80154 -1.04139 -2.32496
H -7.06086 -0.21214 -2.69115
H -3.53852 -3.10890 1.37003
H -1.49148 -4.35518 0.46112
H -0.01312 -5.60285 -1.05434
H -0.13694 -5.21911 -3.49703
H -1.72650 -3.56218 -4.40487
H -3.15422 -2.25691 -2.89733
C -5.02308 4.86099 -1.25685
C -4.44807 3.69036 -0.50891
C -3.08122 3.59790 -0.26763
C -2.54496 2.50989 0.40605
C -3.39361 1.50703 0.84739
C -4.76602 1.58134 0.63644
C -5.28028 2.66958 -0.04658
S -2.71232 0.11350 1.67308
O -3.67288 -0.40507 2.60173
O -2.53061 -0.92463 0.51887
O -1.38989 0.44500 2.10937
H -4.29332 5.66313 -1.35627
H -5.90231 5.25598 -0.74686
H -5.33277 4.56270 -2.26087
H -2.42254 4.38822 -0.60775
H -1.48116 2.43939 0.59297
H -5.41931 0.80117 1.00372
H -6.34897 2.73186 -0.21721
C 0.67801 3.49630 -1.52318
Si 1.69963 2.24689 -0.55750
C 1.34179 2.36397 1.27687
C 3.49924 2.75047 -0.75266
N 1.26562 0.66562 -1.10808
C 1.26122 0.33012 -2.45675
C 0.25455 -0.49495 -2.99630
C 0.28154 -0.89650 -4.32626
C 1.28625 -0.47097 -5.18210
C 2.28074 0.35814 -4.67274
C 2.27945 0.73797 -3.34219
H 0.86306 4.51895 -1.18228
H -0.39108 3.29032 -1.43631
H 0.93315 3.44766 -2.58583
H 1.17995 3.41400 1.54116
H 2.20856 2.02912 1.85223
H 0.46847 1.79932 1.61171
H 3.68787 3.64337 -0.14895
H 3.77062 2.99362 -1.78224
H 4.16962 1.96773 -0.38874
H -0.57210 -0.79700 -2.35923
H -0.49849 -1.55024 -4.70282
H 1.29572 -0.77461 -6.22109
H 3.08048 0.70074 -5.31951
H 3.08827 1.34620 -2.95865
C -2.01107 2.47655 -4.17746
C -3.13415 1.46114 -4.40927
C -4.48966 2.09132 -4.10904
C -3.08706 0.96689 -5.85054
N -2.99163 0.24940 -3.57095
N -2.75243 0.45474 -2.18595
H -2.07292 3.27978 -4.91441
H -1.02968 2.00169 -4.26898
H -2.07830 2.94224 -3.19136
H -4.63068 3.00145 -4.69577
H -4.56558 2.35633 -3.05126
H -5.29388 1.39244 -4.34712
H -3.25358 1.79084 -6.54574
H -3.85304 0.20743 -6.01799
H -2.10876 0.53210 -6.07529
H -2.19376 -0.27358 -3.91554
H -3.61660 0.74762 -1.74499
H -2.05330 1.17814 -2.02593
```

As for the HOMO energy: -7.45 eV. Its HOMO-LUMO gap is 7.673 eV. Its LUMO energy is 0.23 eV. Its electronic energy is -3582.82014 hartree.

---

Which of these has the lowest electronic energy?
C44H52BBrGeMoN3O4Te